Density functional theory data (ωB97M-V/def2-TZVPD) for a single C22H26N2O5S molecule at a distorted geometry.

Geometry as ORCA input:
```
! RIJCOSX wB97M-V def2-TZVPD def2/J DEFGRID3
* xyz 0 1
H 4.774 -2.911 0.546
C -2.541 -3.575 -0.547
C -2.338 -2.150 -1.060
H 2.889 1.844 2.633
O -4.781 -0.704 -1.084
H 0.120 2.156 -1.421
C 1.951 -1.639 1.110
C 0.416 4.567 -0.192
H -1.306 -1.997 -1.396
C -1.938 -3.492 0.855
C 2.267 1.932 1.756
N -0.922 4.558 -0.512
H -2.705 3.653 -2.257
H -1.405 -1.585 1.801
H -1.258 5.377 -1.002
H -2.356 -4.231 1.536
C -3.402 1.927 -1.194
C -1.797 2.799 0.897
H 0.940 -0.007 -0.690
C -2.661 3.086 -1.338
C 1.162 0.865 -0.097
H 3.550 0.132 -1.456
C 0.974 3.250 0.218
H 4.463 -1.193 0.850
H -3.027 -1.871 -1.855
H -4.035 1.559 -1.986
H 2.526 -3.277 -0.133
N -2.585 -1.308 0.096
H 3.513 -0.928 -2.892
H -1.182 3.156 1.708
C 1.801 3.158 1.334
H -0.858 -3.638 0.804
C 2.788 -2.212 -0.054
H 2.055 4.056 1.877
H 4.999 -2.534 -1.830
H -2.538 1.082 1.953
H -3.608 -3.789 -0.490
O -4.664 -0.575 1.380
O 2.455 -1.619 -1.301
O 1.066 5.585 -0.281
C -2.258 -2.057 1.303
C -1.804 3.492 -0.316
H -3.117 -2.016 1.976
O 2.391 -0.392 1.601
S -4.022 -0.432 0.104
C 4.299 -2.016 0.153
C -2.543 1.648 1.036
H -2.057 -4.321 -1.174
H 5.681 -1.011 -1.224
C 1.926 0.767 1.062
C 4.794 -1.639 -1.242
C 0.698 2.098 -0.511
C -3.310 1.201 -0.023
C 3.575 -0.912 -1.803
H 0.899 -1.596 0.809
H 2.051 -2.320 1.961
*
```

- LUMO (eV) = 0.5
- SMILES string = O=C(Nc1ccc(S(=O)(=O)N2CCCC2)cc1)c1ccc(OC[C@@H]2CCCO2)cc1
- frontier orbital gap (eV) = 9.1
- energy relative to the best compared isomer or geometry (same formula, charge and spin) (kJ/mol) = 203.3

Density functional theory data (ωB97M-V/def2-TZVPD) for a single C22H26N2O5S molecule at a distorted geometry.

Geometry as ORCA input:
```
! RIJCOSX wB97M-V def2-TZVPD def2/J DEFGRID3
* xyz 0 1
H 5.620 -0.465 -2.893
H -0.867 -3.666 1.749
H -3.075 -2.232 2.583
C -1.233 -1.357 -0.659
H -4.674 1.914 -0.683
C 0.616 1.797 0.271
N -3.564 0.141 -0.686
H -3.238 3.126 0.877
C -3.038 -2.724 0.477
N 4.662 -1.653 -0.131
C 1.117 2.757 -1.852
H 4.249 1.045 1.807
H 6.573 -0.554 -1.399
H -3.610 -2.502 -0.422
H -3.073 -3.803 0.646
C -1.686 1.665 1.032
C -1.611 -2.319 0.268
C 1.098 -1.706 -0.184
H 0.747 3.773 -1.685
S -2.419 -0.525 -1.713
H 5.592 0.881 -1.753
C 5.643 -0.203 -1.837
O 1.559 2.163 -0.652
C -3.642 1.582 -0.549
H 2.669 -0.036 -2.144
C -0.599 -2.926 1.009
C 2.495 -1.436 -0.453
H 1.997 2.804 -2.494
H -3.031 2.022 -1.341
C 0.053 0.557 2.252
C 0.092 -1.064 -0.902
H -4.447 -0.321 -0.823
H -1.038 2.763 -0.667
O 2.303 0.627 1.646
H 0.320 -0.342 -1.667
H 3.205 2.491 1.741
H -3.653 -0.942 1.523
C -1.286 0.852 2.078
H 3.541 1.566 0.257
O -3.105 -1.519 -2.494
C 4.496 -0.826 -1.131
C 3.115 -0.648 -1.391
C -0.723 2.135 0.149
O 3.439 -2.039 0.293
H -2.011 0.467 2.779
C -3.651 -2.015 1.686
H -3.741 1.596 1.607
H 1.502 -3.114 1.374
C 3.375 1.490 1.333
C 0.731 -2.627 0.798
H 0.383 -0.057 3.075
H -4.673 -2.352 1.841
C 1.022 1.024 1.375
O -1.738 0.534 -2.410
C -3.126 2.040 0.823
H 0.338 2.158 -2.334
*
```

- LUMO (eV) = 0.4
- SMILES string = CCc1ccc(-c2cc(C)no2)cc1S(=O)(=O)NCCc1ccc(OC)c(OC)c1
- frontier orbital gap (eV) = 8.4
- energy relative to the best compared isomer or geometry (same formula, charge and spin) (kJ/mol) = 333.8

Density functional theory data (ωB97M-V/def2-TZVPD) for a 3-piece molecular cluster, C22H26N4 overall at a distorted geometry.

Geometry as ORCA input:
```
! RIJCOSX wB97M-V def2-TZVPD def2/J DEFGRID3
* xyz 0 1
H 2.815 -2.543 0.926
C 2.579 -4.076 -2.137
H 1.111 -2.432 5.524
C -4.553 7.074 -1.328
H -3.911 4.401 -0.789
H 2.592 -5.693 -3.533
H -5.244 7.917 -1.297
C -1.960 0.939 0.007
H 4.139 -3.997 -0.606
H 2.189 -4.592 -5.707
C 3.000 -3.885 -5.460
C 1.287 -3.664 -2.454
H 3.136 -1.014 5.462
H -2.142 2.376 -1.720
C 1.213 -1.665 4.754
N -2.127 7.981 -1.779
H -2.598 -0.712 1.157
C 2.362 -2.847 -0.030
C -1.377 -1.668 -1.187
H 2.759 0.120 3.252
N 0.395 -1.565 0.527
H -4.326 6.974 0.819
H 4.652 -3.428 -4.223
C -3.663 5.100 0.014
C 1.031 -2.398 -0.362
H -5.618 5.969 0.179
C -0.787 -1.213 0.066
H 1.789 -0.117 6.147
H 1.594 -2.142 3.849
C 3.126 -3.658 -0.860
C -2.206 1.803 -0.800
C 3.724 -4.008 -4.348
C 2.368 0.531 4.185
C -4.595 6.306 -0.003
H 0.859 -3.985 -3.413
H -2.385 -1.316 -1.456
H 4.219 -5.435 -2.737
H 3.077 1.276 4.550
H 1.434 1.052 3.966
C 2.168 -0.565 5.226
H -4.848 6.426 -2.155
N -0.769 -2.469 -2.034
C -3.190 7.585 -1.582
C -0.120 -1.097 4.470
N -1.158 -0.651 4.249
H 3.219 -3.061 -6.156
C -1.630 -0.231 0.926
H -3.747 4.568 0.962
C 3.331 -4.944 -3.176
H -2.618 5.397 -0.100
H -1.084 0.101 1.823
C 0.488 -2.825 -1.607
*
```

- LUMO (eV) = -0.2
- SMILES string = C#CCc1cnc2cc(CC=C)ccc2n1.CCCC#N.CCCC#N
- frontier orbital gap (eV) = 8.7
- energy relative to the best compared isomer or geometry (same formula, charge and spin) (kJ/mol) = 42.6

Density functional theory data (ωB97M-V/def2-TZVPD) for a single C22H26N4O2 molecule.

Geometry as ORCA input:
```
! RIJCOSX wB97M-V def2-TZVPD def2/J DEFGRID3
* xyz 0 1
H 0.181 -0.926 2.188
H 5.597 -3.397 -0.139
C 0.972 5.164 1.118
O 3.827 -1.489 -1.097
C 2.982 -2.589 -0.773
C -5.079 -0.945 0.070
H 1.576 1.664 -2.113
C 0.783 3.006 -0.626
C -3.160 -1.902 1.215
O -6.444 -1.018 -0.042
H -5.193 -2.506 1.513
N 1.328 -1.260 0.498
C -4.283 -0.065 -0.647
H 3.435 -4.295 0.520
H -6.742 -0.315 -1.971
C 0.080 -1.412 1.204
H 3.016 -2.788 1.367
H 0.924 -3.070 -0.466
C 2.111 4.655 0.517
C -0.808 0.203 -0.442
H 1.572 0.725 1.048
H 2.908 3.181 -0.813
C -0.262 4.594 0.849
C -0.357 3.521 -0.019
C -2.912 -0.113 -0.425
C 4.853 -1.369 -0.128
N -1.002 -0.804 0.468
H -0.136 -2.473 1.363
H -4.679 0.640 -1.357
C -4.521 -1.848 0.986
H -1.314 3.069 -0.234
C 0.666 1.798 -1.520
H 5.754 -1.022 -0.637
C 1.519 0.123 0.127
N 0.455 0.590 -0.749
H 3.075 5.097 0.724
H -2.744 -2.600 1.926
C 1.511 -2.165 -0.633
H -6.919 0.900 -0.675
H 2.460 0.214 -0.419
H 3.040 -3.298 -1.613
C 4.996 -2.752 0.502
C -2.365 -1.028 0.501
C 3.542 -3.213 0.512
C 2.016 3.577 -0.347
H 1.045 6.004 1.793
H 1.179 -1.707 -1.572
H -8.144 -0.379 -0.874
H -1.152 4.989 1.316
N -1.912 0.638 -0.994
H 5.442 -2.714 1.492
H -0.198 1.895 -2.180
C -7.081 -0.149 -0.943
H 4.564 -0.631 0.635
*
```

- LUMO (eV) = 0.7
- SMILES string = COc1ccc2c(c1)nc1n2CN(C[C@@H]2CCCO2)CN1Cc1ccccc1
- frontier orbital gap (eV) = 7.9
- energy relative to the best compared isomer or geometry (same formula, charge and spin) (kJ/mol) = 157.4